# 1
{"formula": "C3H7ClNS", "method": "the ωB97M-V functional and the def2-TZVPD basis", "species": ["H", "H", "C", "Cl", "H", "H", "H", "H", "N", "C", "S", "H", "C"], "coordinates": [[-0.3445, 2.0309, -0.1516], [2.4645, 1.3325, 0.3655], [0.9623, -1.8431, -0.5095], [-0.6800, -2.2459, 0.1580], [-2.0836, 1.0207, -1.3032], [-2.5945, -0.0614, 0.0166], [0.9894, -2.2367, -1.4571], [1.6715, -2.4308, 0.0727], [-1.8915, 0.5951, -0.4608], [-0.8724, 1.1319, 0.1814], [2.8239, 0.0820, 0.0442], [-0.6928, 1.1769, 1.2831], [1.2334, -0.4296, -0.1987]], "forces_ev_per_a": [[-0.3, -0.7, -1.2], [0.3, 0.2, 0.0], [0.0, 0.4, 3.3], [0.3, -0.3, -0.1], [-0.9, 0.5, -2.4], [1.7, 1.3, -1.2], [0.1, -0.2, -2.6], [-0.1, -0.4, 0.1], [0.7, -0.6, 4.2], [0.0, 0.5, 1.2], [-1.5, -0.6, -0.4], [-0.6, -1.5, -0.9], [0.3, 1.4, -0.1]], "multiplicity": 1, "max_force_ev_per_a": 4.3, "e_lumo_ha": -0.173, "homo_ev": -13.23, "total_charge": 1}

=====

# 2
{"formula": "C28H30F8N2O24", "method": "the ωB97M-V functional and the def2-TZVPD basis", "species": ["O", "C", "H", "F", "H", "C", "O", "H", "C", "O", "H", "C", "O", "H", "O", "C", "O", "H", "C", "C", "H", "O", "H", "H", "H", "O", "F", "C", "O", "H", "H", "O", "C", "H", "O", "C", "N", "C", "C", "O", "H", "C", "C", "H", "C", "F", "O", "O", "O", "C", "O", "N", "F", "H", "F", "C", "H", "H", "F", "C", "H", "H", "C", "C", "C", "C", "H", "H", "C", "H", "H", "O", "H", "O", "C", "C", "C", "O", "O", "H", "F", "C", "H", "H", "O", "O", "F", "C", "O", "H", "H", "O"], "coordinates": [[1.0714, 3.5251, -2.1439], [-5.1902, -0.7253, 0.0763], [6.6404, 1.0996, 2.0739], [0.6187, 4.0023, -4.9500], [-2.2220, 0.8639, -5.7198], [2.5103, -3.5371, -1.2486], [5.6617, -4.6467, -0.7662], [-3.2196, -5.2493, -1.6440], [4.6273, -4.0828, -0.7526], [0.1259, 5.2677, -3.1087], [1.5383, 5.6893, -4.5647], [-0.7218, 0.6346, 0.6518], [5.4295, 0.7194, 0.4863], [1.5244, -3.9189, -1.0027], [-1.6808, -3.9589, -1.2209], [6.3015, 1.6167, 1.1787], [3.4152, 0.8302, -0.4464], [-0.7668, 2.7736, 3.0743], [-3.2973, -4.1992, 0.3669], [-0.6589, -2.5076, 3.8787], [-0.0995, 1.3713, -1.1083], [-1.5229, -3.3142, 3.7645], [1.1154, -0.4773, 5.4450], [-0.5004, 4.4344, 3.5706], [-0.0853, 0.3109, 4.5575], [-6.4718, -0.7987, -0.5295], [5.8807, 3.9943, 1.4445], [-0.0879, 0.8246, -5.5933], [2.0052, 2.7127, 2.7687], [-3.0669, -0.8769, 3.1944], [0.3404, 1.1517, -6.5398], [-2.3482, -3.2082, 0.7491], [1.0541, 3.6229, 2.2826], [7.1683, 1.8776, 0.5737], [0.7464, -0.1620, -4.9874], [3.0380, -2.5309, -0.2823], [-1.3241, 0.7956, 1.6195], [-3.7268, -1.2211, 3.9941], [-1.4250, 0.1232, -5.6975], [-1.3742, -0.6273, -4.4908], [0.7128, 3.3972, 1.2729], [0.0054, 3.4939, 3.3493], [4.2930, 1.3469, 0.1427], [0.9289, -0.2600, 2.5171], [5.3411, 2.7576, 1.5538], [-1.5409, -0.7636, -6.7196], [2.7173, 2.1474, 4.8334], [4.4171, -2.8062, -0.2879], [-0.3436, -2.5736, 0.0038], [-6.4048, -0.9298, -1.8598], [0.1661, -2.1484, 2.8783], [-5.7328, -2.3794, 2.7831], [-3.7730, -3.3523, -1.7885], [-5.1387, 0.0357, 0.8494], [-3.1325, -0.8737, -1.2015], [-4.3484, -0.2592, -1.1557], [-3.3126, -1.9820, 4.6454], [-4.2414, 0.8264, -1.0720], [1.5201, 4.9228, 2.2040], [0.9371, -1.0411, 3.2660], [-4.8944, -1.6935, 0.4715], [-0.1292, 1.6875, -4.9266], [0.1031, 4.4305, -2.0351], [-3.0511, -4.3078, -1.1332], [1.9297, 2.6541, 4.1139], [-1.3363, -3.1943, -0.1746], [-4.3165, -3.8904, 0.5855], [-2.9802, -5.0889, 0.9174], [2.0502, 4.0243, -3.0894], [-4.0184, -0.3468, 4.5742], [-0.6093, -0.1973, -1.1756], [0.7774, 3.2589, 4.5469], [4.9992, 2.6138, 2.5806], [-7.3151, -1.1615, -2.5734], [-4.8826, -1.7927, 3.2759], [0.0447, 0.4304, -0.5689], [-0.0746, -0.8645, -4.1642], [-0.6266, 4.5803, -1.1219], [0.2944, -1.5265, -3.2570], [2.5251, 3.2034, -3.6148], [2.2277, -1.4762, 3.4836], [1.1408, 4.8594, -3.9898], [2.8935, -1.4726, -0.4845], [2.4815, -3.1935, -2.2848], [4.2902, 2.5923, 0.6312], [3.4312, -4.6238, -1.1027], [2.4745, -2.6933, 0.9694], [0.3910, -0.6754, 4.6597], [-5.1140, -0.6889, -2.2429], [1.0049, -0.0620, -0.5571], [2.7305, 4.5664, -2.4315], [-0.5345, -1.7094, 4.9505]], "forces_ev_per_a": [[0.3, -0.7, -0.1], [0.8, 0.4, -1.3], [0.1, 0.0, 0.0], [-0.2, 0.1, 0.2], [-0.5, -0.5, 0.2], [-1.0, -0.8, -0.3], [0.5, 0.0, -0.1], [0.1, -0.2, 0.2], [-1.1, -0.2, 0.6], [0.3, 0.2, -1.0], [0.1, 0.2, 0.4], [0.6, -0.5, 0.6], [0.3, -0.1, -0.3], [0.0, 0.2, 0.2], [0.2, -0.3, -0.8], [-0.2, -0.3, 0.5], [-1.1, -0.2, -0.9], [0.4, -0.6, 0.5], [0.4, -0.3, -0.1], [-1.2, 0.3, -0.5], [1.2, 0.2, 0.0], [0.3, -0.7, 0.2], [0.4, -0.9, -0.1], [0.0, 0.1, -0.5], [-0.7, -0.4, 0.1], [-0.9, -0.2, 1.0], [-0.1, -0.1, -0.3], [0.7, 0.1, -0.9], [0.9, 0.4, -1.0], [0.5, -0.2, 0.4], [0.0, -0.2, 0.0], [0.2, 0.4, -0.5], [-1.0, 0.2, -0.2], [-0.2, 0.3, -0.2], [-0.3, 0.0, 0.2], [-0.2, 0.9, 0.2], [0.0, 0.1, -0.1], [-0.8, 0.4, -0.8], [0.7, 0.3, 0.9], [-0.6, 0.0, -0.2], [0.3, -0.5, 0.1], [-0.9, 1.9, 0.6], [1.1, -0.4, 0.9], [0.0, -0.1, -0.1], [0.8, -0.6, 0.2], [0.1, 0.4, -0.2], [0.5, -0.3, -0.1], [0.1, -0.1, 0.2], [0.4, -0.1, -0.7], [0.6, 0.4, 0.5], [0.4, 0.6, 0.0], [-0.4, -0.1, -0.4], [-0.2, -0.1, -0.1], [-0.4, -0.1, 0.1], [0.0, 0.5, -0.1], [-0.6, -0.9, 1.6], [0.3, 0.0, -0.2], [0.4, -0.1, -0.8], [0.5, -0.6, 0.4], [0.8, -1.1, 1.7], [0.1, 0.0, -0.1], [-0.3, 0.0, 0.0], [0.3, 0.6, 0.0], [0.4, 0.3, 0.4], [-1.1, 0.5, 1.2], [-1.2, 0.5, 1.6], [0.1, 0.0, 0.2], [-0.6, -0.2, -0.2], [-0.6, 0.1, 0.6], [-0.1, -0.1, 0.0], [0.1, -0.5, 0.0], [0.4, -1.3, -1.2], [-0.4, 0.3, -0.1], [0.1, -0.1, -0.3], [0.6, -0.1, 1.1], [-2.2, 0.2, -1.0], [0.4, 0.4, -0.1], [-0.6, -0.4, 0.5], [-0.1, -0.4, 0.1], [0.0, 0.0, 0.1], [0.1, 0.1, -0.6], [0.1, -0.4, 0.1], [0.1, -0.1, -0.5], [0.2, 0.2, 0.1], [-0.5, 1.1, 0.2], [0.7, 0.4, -0.4], [0.6, -0.4, -0.1], [-0.5, 1.6, -0.9], [0.2, 0.4, -0.7], [0.3, 0.5, 0.5], [0.4, 0.3, -0.7], [0.4, 0.3, 0.4]], "multiplicity": 1, "max_force_ev_per_a": 2.4, "e_lumo_ha": -0.001, "homo_ev": -10.94, "smiles": "O=C1OC[C@@H](F)O1.O=C1OC[C@@H](F)O1.O=C1OC[C@@H](F)O1.O=C1OC[C@@H](F)O1.O=C1OC[C@@H](F)O1.O=C1OC[C@@H](F)O1.O=C1OC[C@@H](F)O1.O=C1OC[C@@H](F)O1.CC#N.CC#N", "total_charge": 0}

=====

# 3
{"formula": "C36H55N12O3S3SbTl", "method": "the ωB97M-V functional and the def2-TZVPD basis", "species": ["H", "C", "N", "H", "H", "H", "H", "C", "H", "C", "H", "H", "H", "C", "H", "C", "N", "N", "H", "C", "H", "H", "H", "C", "H", "H", "H", "C", "C", "C", "H", "H", "H", "H", "S", "H", "C", "N", "H", "C", "C", "H", "C", "C", "C", "Tl", "H", "N", "H", "H", "C", "H", "C", "C", "H", "C", "C", "O", "H", "C", "C", "S", "H", "C", "H", "H", "C", "C", "N", "H", "H", "N", "C", "N", "H", "N", "H", "C", "N", "H", "C", "H", "H", "C", "H", "C", "N", "H", "H", "S", "Sb", "N", "H", "C", "H", "H", "O", "H", "C", "H", "H", "O", "H", "C", "H", "C", "H", "H", "H", "H", "C"], "coordinates": [[2.4037, 0.7832, -1.5610], [-3.5136, -3.8179, -0.7274], [-2.0986, 1.1573, -1.6269], [3.8311, -0.8254, 3.7339], [4.6647, 3.1868, -2.9547], [4.0634, -1.9974, 5.8943], [1.9936, -5.3890, 4.2814], [-2.1019, -0.1500, 6.0330], [3.0581, 0.7301, 2.1027], [-1.9074, 2.5133, -1.0930], [-3.9653, -3.4881, -4.0874], [1.0300, 2.7480, 5.2569], [-0.6499, 1.4566, -3.0766], [3.7209, 3.7279, -3.1069], [0.4469, -4.5080, -3.0387], [-1.7085, 1.2009, -3.0271], [2.5777, 2.8381, -2.9705], [-2.7097, 3.5011, -1.8090], [3.1208, -4.2767, 6.1639], [-3.5866, -3.3352, -3.0835], [-4.0860, 0.8042, -4.1190], [4.1229, -4.0407, -2.8143], [-1.2737, 3.7513, -3.3042], [-2.7499, 0.5050, 3.8333], [1.7204, -4.1693, 2.1158], [-2.0916, 1.8880, 5.3204], [-0.8379, 2.7239, -1.1843], [-3.0161, -0.8139, 3.5158], [4.3965, -1.7031, 0.7792], [-4.0790, -4.0082, -1.9645], [3.5647, 0.9918, -3.4545], [0.3696, 3.5438, 0.5765], [-1.8614, -3.3974, 6.2109], [-2.9740, -2.8376, 4.1442], [-2.6235, 1.6102, 2.4741], [-1.3262, -2.2842, 7.3019], [-4.1094, 3.0836, -1.6973], [-2.5055, 2.1408, -3.8071], [4.8469, -1.0234, 1.4991], [-3.9172, 1.7787, -3.6602], [-2.5038, -2.5103, -2.8396], [1.1618, 4.7433, -2.8453], [1.0738, 2.2353, 4.2981], [3.4476, -1.8284, 3.8573], [2.3882, -4.3830, 4.1695], [-0.2180, -0.4230, -0.2115], [1.5472, 5.8894, -1.5513], [-1.9372, -2.3205, -1.6429], [1.5224, -4.7942, -1.6377], [-1.8137, 0.1974, -3.4471], [2.2516, -3.7326, 2.9579], [1.5966, 4.7956, 0.7970], [1.0149, -1.8663, -4.4098], [2.1084, 2.6681, -1.6523], [-3.3109, -1.0873, 2.5116], [0.8684, -4.0768, -2.1240], [2.2970, 1.8969, 3.7324], [2.0444, -2.8383, 0.3762], [-3.6166, -0.1939, -2.0269], [-2.3293, -1.4903, 5.7240], [-2.3296, 3.4723, -3.2163], [-1.6430, -2.7589, 1.0208], [3.2428, 2.1678, 4.1842], [-0.0672, 1.3525, 2.5384], [2.0351, 3.0727, 0.8781], [-4.9139, -4.6904, -2.0736], [3.0287, -3.7538, 5.2177], [-3.5177, 0.7857, -1.5645], [1.0410, 0.8223, 1.9987], [-1.7071, 0.1019, 7.0148], [-4.7173, 3.7921, -2.2498], [-1.2003, 1.1834, 1.8052], [-2.3949, -2.9665, -0.5497], [-4.3433, 1.7591, -2.2743], [1.8233, 1.0088, -3.7040], [-2.0618, -2.5145, 6.6565], [1.6680, -1.2848, -5.0580], [-2.8180, -1.8071, 4.4600], [2.0053, 1.5548, -1.0349], [-2.9486, 4.1816, -3.7739], [3.5354, -3.5053, -3.5626], [-4.5211, 2.5216, -4.2023], [-3.8229, 0.6887, -0.5268], [2.7215, 1.6238, -3.7599], [3.7227, 4.1736, -4.1010], [1.0946, 4.9119, -1.7718], [1.7291, 3.8503, -1.0358], [0.1336, -1.2459, -4.2183], [-2.0617, -1.9520, -3.6765], [2.6423, -1.7713, 1.1869], [2.0127, -2.3461, -2.5739], [-0.0838, 1.9892, 3.7222], [4.8967, -2.6622, 0.8063], [-2.3099, 0.8518, 5.1049], [2.8539, 1.9109, -4.8123], [3.6513, 4.4919, -2.3430], [-2.5938, 2.9668, 2.9544], [4.4605, -1.2249, -0.1834], [2.1806, 1.1332, 2.5796], [-2.1494, 2.5034, -0.0433], [-4.3979, 3.0692, -0.6310], [-3.6620, 1.2254, 1.5315], [0.0878, -3.7992, -1.4192], [1.4113, 3.8089, 0.3822], [0.6659, -2.7589, -4.9400], [3.5651, -2.4838, 5.0653], [3.1049, -4.2250, -4.2612], [4.2102, -2.8720, -4.1074], [0.0276, 4.9632, -1.5021], [-3.9244, -4.3170, 0.1446], [2.8058, -2.4794, 2.8137]], "forces_ev_per_a": [[0.0, 0.0, 0.0], [-0.1, -0.1, 0.4], [-0.1, 0.2, 0.0], [0.1, 0.0, 0.0], [0.0, 0.0, 0.0], [0.0, 0.0, 0.0], [0.0, 0.2, 0.1], [0.1, 0.0, 0.6], [0.4, -0.1, -0.2], [0.2, -0.4, 0.0], [-0.1, 0.1, 0.1], [0.0, 0.0, 0.0], [0.1, 0.2, -0.1], [-0.1, -0.2, 0.0], [0.0, 0.1, 0.2], [0.1, -0.6, -0.1], [0.0, -0.3, -0.1], [0.1, 0.2, 0.1], [0.0, 0.1, 0.0], [0.5, 0.0, 0.3], [0.0, -0.1, 0.1], [-0.1, -0.1, 0.0], [-0.1, 0.0, 0.0], [0.1, 0.1, 0.1], [0.1, 0.0, 0.1], [0.0, -0.1, 0.0], [0.0, 0.2, -0.1], [0.0, -0.3, 0.2], [0.0, 0.4, 0.5], [-0.2, -0.1, -0.1], [0.1, 0.1, 0.0], [-0.1, -0.1, 0.0], [0.0, 0.0, 0.0], [0.0, 0.1, 0.2], [0.4, -0.3, -0.3], [0.1, 0.1, 0.1], [-0.1, -0.1, 0.4], [0.1, 0.2, -0.3], [0.2, 0.0, 0.2], [-0.2, 0.3, -0.3], [0.0, 0.2, -0.2], [0.0, -0.1, 0.1], [0.1, 0.2, 0.0], [-0.1, 0.0, -0.1], [-0.2, -0.3, 0.0], [-0.1, -0.2, -0.1], [0.0, -0.2, 0.1], [0.2, 0.1, -0.1], [0.1, -0.1, 0.0], [-0.1, 0.0, 0.0], [-0.2, -0.2, -0.2], [0.0, 0.2, 0.1], [-0.5, 0.1, -0.3], [-0.2, 0.1, 0.0], [0.0, 0.0, 0.0], [-0.2, 0.0, 0.1], [-0.2, -0.1, 0.0], [-0.3, -0.9, -0.6], [-0.1, -0.1, -0.2], [0.1, -0.1, -0.2], [0.1, -0.1, 0.0], [-0.3, -0.1, -0.7], [0.0, -0.1, -0.1], [-1.3, 0.0, -0.4], [0.0, 0.0, 0.0], [-0.1, 0.0, 0.1], [0.2, -0.3, 0.4], [0.1, -0.2, 0.2], [0.5, 0.1, 0.2], [-0.1, 0.0, 0.0], [-0.2, 0.3, 0.0], [0.0, 0.0, 0.4], [-0.2, 0.0, -0.1], [-0.3, -0.2, 0.1], [-0.1, 0.1, 0.1], [-0.2, 0.1, -0.1], [0.1, 0.0, -0.1], [-0.1, -0.2, -0.3], [0.1, 0.1, 0.1], [0.1, 0.0, 0.0], [0.0, -0.4, 0.1], [0.1, -0.1, 0.0], [0.0, 0.2, 0.0], [-0.2, 0.2, -0.2], [0.1, 0.1, 0.0], [-0.4, 0.3, -0.1], [0.4, -0.5, 0.1], [0.1, 0.0, 0.1], [-0.1, -0.2, 0.3], [0.3, 0.7, 0.1], [0.2, 0.2, -0.1], [0.3, 0.2, 0.5], [-0.1, -0.3, 0.0], [-0.1, -0.1, -0.3], [0.1, -0.1, 0.3], [0.1, 0.3, -0.1], [-0.5, 0.3, 0.0], [0.0, 0.0, -0.5], [0.1, 0.0, 0.1], [-0.2, 0.1, 0.2], [0.1, 0.0, -0.5], [0.4, 0.4, 0.3], [-0.1, -0.1, -0.1], [0.1, 0.0, -0.2], [0.2, 0.1, 0.1], [0.0, 0.1, 0.3], [-0.1, 0.0, 0.1], [0.4, 0.4, -0.3], [0.1, 0.1, -0.1], [0.1, 0.0, -0.1], [0.2, 0.0, -0.2]], "multiplicity": 1, "max_force_ev_per_a": 1.3, "e_lumo_ha": 0.075, "homo_ev": -4.07, "total_charge": -1}

=====

no.,E_tot (a.u.),gap between HOMO and LUMO (eV)
1,-1031.24935,8.524
2,-3799.26496,10.918
3,-3894.90111,6.121